1) Density functional theory data (ωB97M-V with the def2-TZVPD basis set) for one molecule with the formula C2H4INO2.

Structure (XYZ):
```
10
Properties=species:S:1:pos:R:3:mulliken_charge:R:1
I 1.891 1.268 1.247 0.0327
N 0.642 -1.179 -0.032 0.9162
H -0.867 1.662 0.211 0.3146
O 1.701 -1.514 -0.537 -0.4882
O -0.085 -1.903 0.652 -0.5723
C -1.116 0.625 -0.020 -0.8634
H -1.414 -0.015 0.789 0.3118
H -1.794 0.566 -0.831 0.3242
C 0.174 0.079 -0.388 -0.7928
H 0.868 0.409 -1.092 0.8171
```

Results
SMILES   C[C@@H](I)[N+](=O)[O-]
Frontier orbital gap (alpha / beta)   7.23 / 7.23 eV
HOMO energy (alpha / beta)   -9.85 / -9.85 eV

2) Density functional theory data (ωB97M-V with the def2-TZVPD basis set) for one molecule with the formula C2H4INO2.

Structure (XYZ):
```
10
Properties=species:S:1:pos:R:3:mulliken_charge:R:1
C -1.687 -0.288 0.000 -0.5860
H -1.695 -0.927 0.885 0.2754
N 1.673 0.772 0.000 -0.5616
C 0.641 -0.109 0.000 0.8410
I 3.551 0.072 0.000 0.1727
H -2.540 0.385 0.007 0.2293
O 0.780 -1.301 0.000 -0.5766
H -1.701 -0.917 -0.892 0.2751
O -0.534 0.547 0.001 -0.3431
H 1.512 1.766 0.000 0.2739
```

Results
SMILES   COC(=O)NI
Frontier orbital gap   9.08 eV
HOMO energy   -9.26 eV

Calculated relative energies: 1) 411.5; 2) 0.0, given in kJ/mol

1) Density functional theory data (ωB97M-V with the def2-TZVPD basis set) for an isolated ion of composition C5H15N3 and charge +2.

Structure (XYZ):
```
23
Properties=species:S:1:pos:R:3:mulliken_charge:R:1
N -2.635 -1.533 0.003 -0.4662
H -2.950 0.929 -0.199 0.3545
H 2.839 1.299 -0.589 0.3186
N 2.837 0.565 0.074 -0.3687
H 1.616 -1.132 0.957 0.2718
N -2.023 1.433 0.158 -0.2176
H 0.714 -0.300 -1.934 0.3775
C 1.321 -0.262 0.125 0.0878
H -1.836 2.147 -0.568 0.3905
H -3.473 -0.922 0.072 0.1224
H 0.520 -1.780 -1.033 0.3654
H 0.620 1.047 1.639 0.3481
C 0.332 0.827 0.570 -0.5938
C -1.075 0.304 0.392 -0.2264
H -2.104 1.832 1.080 0.3928
H 3.494 -0.038 -0.073 0.2891
C 1.147 -0.867 -1.228 -1.3911
C -1.451 -1.019 0.334 -0.0804
H 0.430 1.778 0.007 0.4060
H 2.067 -1.217 -1.623 0.5070
H 3.083 1.000 0.906 0.3288
H -2.830 -2.408 0.266 0.2685
H -0.645 -1.682 0.665 0.5156
```

Results
SMILES   C[C@@H]([NH3+])C/C([NH3+])=C/N
Frontier orbital gap   9.77 eV
Total charge   +2
HOMO energy   -16.49 eV

2) Density functional theory data (ωB97M-V with the def2-TZVPD basis set) for C5H15N3 as an isolated structure.

Structure (XYZ):
```
23
Properties=species:S:1:pos:R:3:mulliken_charge:R:1
H 4.149 -1.422 0.687 0.3196
C 3.860 -0.747 -0.114 -0.3673
N -1.613 0.066 -0.153 -0.5746
H -2.581 -2.106 0.986 0.3216
H -3.765 -0.822 1.270 0.3128
H 3.528 1.270 1.252 0.3202
N -2.742 -0.710 -0.587 -0.0485
C -1.744 1.313 0.111 0.2236
H 1.948 -0.091 -0.996 0.2788
H -3.477 -0.153 -1.057 0.3776
H 1.854 -0.474 0.761 0.2759
H -0.818 1.766 0.441 0.3256
C 3.504 0.900 0.230 -0.3616
C -3.351 -1.494 0.520 -0.7475
H -3.716 1.842 -0.244 0.1640
N -2.792 2.128 0.042 -0.3295
H -2.366 -1.372 -1.284 0.3570
H -4.140 -2.136 0.134 0.3829
H 4.247 -1.013 -1.093 0.3229
C 2.486 -0.167 -0.062 -0.4341
H 4.572 0.277 0.170 0.3158
H -2.697 3.101 0.284 0.2437
H 3.644 1.661 -0.535 0.3207
```

Results
Frontier orbital gap   11.02 eV
Total charge   +2
HOMO energy   -17.05 eV

Calculated relative energies: 1) 0.0; 2) 57.0, given in kJ/mol

1) Density functional theory data (ωB97M-V with the def2-TZVPD basis set) for an isolated ion of composition C5H15N3 and charge +2.

Structure (XYZ):
```
23
Properties=species:S:1:pos:R:3:mulliken_charge:R:1
H -0.802 -0.242 2.995 0.3869
H 1.262 -0.071 -1.353 0.4355
C 0.376 -1.674 0.672 -0.0364
H -0.242 0.392 -3.037 0.4218
H -0.997 1.258 0.294 0.4593
H -0.983 -0.355 -1.672 0.3420
H -1.925 0.320 1.923 0.3926
H 1.025 -1.729 -0.189 0.2992
C -0.230 -0.530 1.059 -0.1513
N 0.152 -2.914 1.176 -0.4371
C 0.037 0.832 0.379 -0.7560
C 0.572 0.730 -1.051 -0.2767
H 0.713 -3.647 0.772 0.2379
N 1.321 2.026 -1.354 -0.2757
H 0.736 2.817 -1.080 0.3754
H -0.270 -3.149 2.058 0.1763
N -1.268 -0.453 2.107 -0.2357
H 1.656 2.041 -2.318 0.3868
H -1.848 -1.280 2.334 0.3571
H -1.438 1.364 -1.947 0.3775
H 2.190 2.151 -0.821 0.3467
H 0.588 1.486 1.068 0.4542
C -0.624 0.627 -2.014 -1.2805
```

Results
SMILES   C[C@@H]([NH3+])C/C([NH3+])=C/N
Frontier orbital gap   9.68 eV
Total charge   +2
HOMO energy   -16.23 eV

2) Density functional theory data (ωB97M-V with the def2-TZVPD basis set) for C5H15N3 as an isolated structure.

Structure (XYZ):
```
23
Properties=species:S:1:pos:R:3:mulliken_charge:R:1
C -0.194 0.640 0.317 0.1424
H -3.774 1.751 0.658 0.3309
H 3.006 -0.967 0.912 0.4351
C -2.411 -0.426 0.211 0.1588
H 0.219 2.472 1.249 0.2642
H 3.705 0.460 0.900 0.3904
N -3.473 1.052 -0.115 -0.5246
C 4.023 -0.856 -0.787 -0.8099
H 3.369 -1.108 -1.616 0.2917
H -2.248 -0.421 1.342 0.3538
H -3.006 -1.699 -1.247 0.2959
H 4.744 -0.187 -1.247 0.3523
C -1.094 -0.050 -0.424 -0.6467
N -3.012 -1.543 -0.180 -0.4543
H -3.954 -1.866 0.208 0.3079
H 4.698 -1.627 -0.434 0.3790
H -2.684 1.441 -0.738 0.3685
H 2.396 0.176 -0.099 0.2018
H -0.863 -0.180 -1.463 0.3729
N 3.270 -0.198 0.237 -0.2843
C 0.398 1.358 1.184 -0.6184
H -4.209 0.871 -0.713 0.3059
H 1.092 0.907 1.845 0.3867
```

Results
Frontier orbital gap   10.91 eV
Total charge   +2
HOMO energy   -17.45 eV

Calculated relative energies: 1) 0.0; 2) 187.8, given in kJ/mol

1) Density functional theory data (ωB97M-V with the def2-TZVPD basis set) for one molecule with the formula C5H6S.

Structure (XYZ):
```
12
Properties=species:S:1:pos:R:3:mulliken_charge:R:1
C -2.201 -0.390 0.168 -0.7996
H 1.793 1.830 -0.280 0.2976
C 1.138 0.928 0.063 -0.2317
C -0.833 -0.308 0.084 0.5970
H 2.247 -0.839 1.054 0.3817
C 1.755 -0.604 0.154 -0.5751
S 0.267 -1.761 -0.003 -0.1431
C -0.184 0.886 0.090 -0.4440
H -0.828 1.770 -0.344 0.1514
H -2.598 -1.391 -0.304 0.1886
H 2.381 -0.595 -0.776 0.2956
H -2.937 0.475 0.093 0.2814
```

Results
SMILES   C=C1C=CCS1
Frontier orbital gap   8.66 eV
HOMO energy   -8.17 eV

2) Density functional theory data (ωB97M-V with the def2-TZVPD basis set) for one molecule with the formula C5H6S.

Structure (XYZ):
```
12
Properties=species:S:1:pos:R:3:mulliken_charge:R:1
C 1.617 0.116 0.004 -0.1554
H -1.280 -1.132 -1.171 0.2734
H 2.893 1.832 0.054 0.3103
C -0.655 0.315 0.105 -0.1249
H 0.420 1.940 0.707 0.3284
C -1.718 -0.598 -0.302 -0.8381
C 2.853 0.744 -0.007 -0.3274
H -2.661 0.054 -0.619 0.2188
H 1.506 -0.838 -0.409 0.3779
H -2.021 -1.366 0.386 0.3030
C 0.470 0.934 0.304 -0.1093
S 4.166 -0.234 -0.007 -0.2568
```

Results
Frontier orbital gap (alpha / beta)   8.29 / 6.19 eV
HOMO energy (alpha / beta)   -7.80 / -7.66 eV

3) Density functional theory data (ωB97M-V with the def2-TZVPD basis set) for C5H6S as an isolated structure.

Structure (XYZ):
```
12
Properties=species:S:1:pos:R:3:mulliken_charge:R:1
H 2.264 0.109 -1.022 0.2685
C 0.141 -0.628 -0.796 -0.6857
C 1.239 0.324 -1.342 -0.5264
S 0.555 1.677 -0.269 -0.1282
C -2.041 0.078 2.122 0.3082
H 1.236 0.537 -2.442 0.3313
H -0.747 -0.419 -1.414 0.2612
H 0.334 -1.680 -0.892 0.3317
H -2.713 0.018 2.970 0.4301
H 0.897 -0.175 1.213 0.2780
C -1.205 0.018 1.309 -1.0622
C 0.041 0.140 0.563 0.1933
```

Results
Frontier orbital gap   9.69 eV
HOMO energy   -8.79 eV

Calculated relative energies: 1) 0.0; 2) 225.9; 3) 23.9, given in kJ/mol

1) Density functional theory data (ωB97M-V with the def2-TZVPD basis set) for an isolated ion of composition C5H9N4O and charge +1.

Structure (XYZ):
```
19
Properties=species:S:1:pos:R:3:mulliken_charge:R:1
H 2.325 0.410 0.584 0.3344
H -1.854 1.000 1.557 0.2778
O 2.053 -1.343 -0.088 -0.3393
H 3.013 0.243 -1.060 0.3368
H 0.754 -3.361 0.149 0.2725
C -2.523 0.521 -0.562 -0.5898
H -3.134 -0.107 -1.183 0.3052
C -1.447 -0.487 0.060 0.7240
H -2.048 1.343 -1.011 0.2827
C 2.854 -0.199 -0.156 -0.7152
H 3.799 -0.454 0.308 0.2612
C -2.319 0.363 0.905 -0.8488
N 0.053 -0.194 0.000 -0.1555
H 0.425 0.781 -0.066 0.3237
H -3.121 -0.023 1.360 0.3276
C 0.805 -1.264 -0.055 0.8254
N -1.846 -1.814 -0.081 -0.0202
N -1.106 -2.761 -0.117 -0.7084
N 0.282 -2.498 -0.011 0.1058
```

Results
SMILES   COC1=[NH+]C2(CC2)N=NN1
Frontier orbital gap   10.11 eV
Total charge   +1
HOMO energy   -13.74 eV

2) Density functional theory data (ωB97M-V with the def2-TZVPD basis set) for C5H9N4O as an isolated structure.

Structure (XYZ):
```
19
Properties=species:S:1:pos:R:3:mulliken_charge:R:1
H -2.194 -1.574 0.772 0.3120
C -0.425 0.735 -0.766 0.1972
N -1.762 -0.732 0.346 -0.0587
H 0.412 -1.571 -1.759 0.3515
C -2.029 0.481 0.794 -0.1655
O -0.336 -1.666 -1.273 -0.4906
C 1.026 1.168 -0.795 -0.2164
C -0.581 -0.667 -0.392 0.2336
C 1.996 -0.404 0.646 -0.4383
H 2.366 0.071 1.509 0.3361
N 0.727 -0.923 1.048 -0.5530
H -1.133 2.428 0.307 0.3316
H -0.876 1.022 -1.853 0.3130
H 1.122 2.063 -1.453 0.3492
H -2.958 0.667 1.340 0.3904
N 2.049 0.667 -0.264 -0.4319
H 0.947 -1.947 1.000 0.2727
N -1.214 1.340 0.241 -0.0991
H 2.863 -1.158 0.550 0.3662
```

Results
Frontier orbital gap (alpha / beta)   8.42 / 8.42 eV
Total charge   +1
HOMO energy (alpha / beta)   -12.71 / -12.71 eV

3) Density functional theory data (ωB97M-V with the def2-TZVPD basis set) for an isolated ion of composition C5H9N4O and charge +1.

Structure (XYZ):
```
19
Properties=species:S:1:pos:R:3:mulliken_charge:R:1
C -3.068 0.137 0.557 -0.2090
C -1.034 -0.471 0.044 -0.1706
H -0.312 2.904 -0.115 0.2485
H 0.758 1.653 -0.687 0.0949
C -1.162 0.918 -0.050 0.8216
N -2.364 -0.950 0.409 -0.0818
H 3.443 1.406 0.648 0.3577
C 0.178 -1.314 -0.258 -0.6740
O 3.010 0.620 0.849 -0.4137
N 1.250 -0.745 0.516 -0.0168
C 2.106 0.087 0.075 -0.1148
H -0.061 -2.338 0.190 0.3487
H -4.134 0.188 0.805 0.4098
H 0.318 -1.292 -1.333 0.3065
H 1.993 0.359 -1.031 0.5262
H -2.630 -1.954 0.525 0.2444
N -2.402 1.249 0.371 -0.6481
H 1.082 -0.811 1.516 0.3103
N -0.180 1.890 -0.300 -0.3397
```

Results
SMILES   Nc1nc[nH]c1C/[NH+]=C/O
Frontier orbital gap   7.60 eV
Total charge   +1
HOMO energy   -11.75 eV

Calculated relative energies: 1) 279.9; 2) 215.0; 3) 0.0, given in kJ/mol